132
Properties=species:S:1:pos:R:3 method="wB97M-V/def2-TZVPD" charge=0 smiles="CCCCCCCCCCCC[C@@](N[C@H](C)CCC)([C@](I)(O[C@@H](Cl)[PH2]=O)[C@H](Cl)CC)P(=O)(O)O.CC(C)=O.CC(C)=O.CC(C)=O.CC(C)=O.CC(C)=O" gap_ev=8.5721
C 7.4226 4.2022 1.4072
C 7.7316 2.5846 1.2366
C 7.3728 2.0377 -0.2878
C 7.0310 0.4114 -0.3121
C 5.6933 0.0575 -1.2355
C 4.7286 -1.0831 -0.5411
C 3.1432 -0.9784 -0.9712
C 2.4054 -2.4252 -0.5856
C 0.9923 -2.5981 -1.4349
C -0.2102 -3.0380 -0.3618
C -1.6069 -2.1649 -0.6224
C -2.2986 -1.5989 0.7489
C -2.4190 0.0731 0.7960
N -3.2837 0.4448 -0.3422
C -3.0232 1.7019 -1.0753
C -4.5041 2.4761 -1.2132
C -2.6189 1.3676 -2.6646
C -1.5663 2.4840 -3.2939
C -1.9926 4.0465 -2.9647
C -2.9860 0.5102 2.3087
I -3.5439 2.6744 2.3847
O -1.8844 0.1822 3.2230
C -1.9868 0.7919 4.5414
Cl -1.3973 -0.5480 5.7458
P -0.7194 2.2445 4.8349
O -1.3199 3.0389 6.1034
C -4.3012 -0.2832 2.8224
Cl -3.9451 -1.9061 3.7254
C -5.4992 -0.5704 1.7651
C -6.5337 0.7233 1.5303
P -0.5552 0.6229 0.6563
O 0.4352 -0.4197 1.3884
O 0.0270 0.7129 -0.9821
O -0.2352 2.1685 1.3958
H 7.9995 4.6415 2.3297
H 6.2767 4.4380 1.5888
H 7.8037 4.8140 0.4619
H 8.8748 2.4337 1.5187
H 7.0794 1.9883 2.0291
H 8.3445 2.2379 -0.9327
H 6.4894 2.6894 -0.7119
H 6.8671 0.0217 0.7989
H 7.9965 -0.1463 -0.7354
H 5.1040 1.0409 -1.5302
H 6.1156 -0.3729 -2.2647
H 5.1537 -2.1359 -0.9084
H 4.9040 -1.0236 0.6149
H 3.0605 -0.7359 -2.1306
H 2.6802 -0.1050 -0.3195
H 2.2650 -2.5596 0.5709
H 3.1330 -3.2936 -0.9590
H 1.1437 -3.4585 -2.2413
H 0.6890 -1.6291 -2.0294
H 0.1379 -3.0018 0.7557
H -0.4247 -4.1792 -0.6040
H -2.3701 -2.9628 -1.0778
H -1.4796 -1.3540 -1.4800
H -3.3337 -2.1308 0.8767
H -1.6235 -1.9969 1.6500
H -3.6831 -0.3367 -0.8978
H -2.3277 2.4973 -0.5813
H -5.3969 1.7148 -1.1315
H -4.5815 2.9360 -2.3120
H -4.5595 3.3767 -0.4685
H -3.5504 1.3245 -3.3723
H -2.0608 0.3263 -2.7487
H -1.6135 2.3681 -4.4811
H -0.4482 2.3019 -2.9980
H -1.3571 4.7265 -3.7071
H -3.1154 4.2890 -3.1899
H -1.6455 4.3788 -1.8732
H -3.0609 1.0539 4.9191
H 0.5773 1.7710 5.2549
H -0.6967 3.1951 3.7530
H -4.7809 0.3990 3.6801
H -5.1925 -1.0105 0.7275
H -6.1989 -1.4000 2.2657
H -7.5358 0.3451 1.0352
H -6.8452 1.1683 2.5934
H -6.0359 1.6077 0.9491
H 0.7827 1.3864 -1.0700
H 0.6770 2.4620 1.0436
C -0.9465 7.8067 -0.3968
C -0.3603 7.5281 -1.7550
O -0.0076 6.3950 -2.0782
C -0.2224 8.6896 -2.7026
H -0.9856 6.8761 0.1793
H -0.3191 8.5236 0.1387
H -1.9626 8.1950 -0.5032
H 0.4372 9.4458 -2.2699
H -1.2061 9.1172 -2.9118
H 0.2151 8.3401 -3.6438
C -6.5445 -6.6090 3.3612
C -5.7689 -5.6655 2.4814
O -6.0364 -5.5401 1.2875
C -4.6532 -4.8814 3.1187
H -7.3180 -7.1065 2.7666
H -5.8753 -7.3695 3.7714
H -7.0278 -6.0521 4.1680
H -3.8997 -5.5648 3.5181
H -5.0522 -4.2475 3.9146
H -4.1820 -4.2421 2.3646
C 7.7315 -4.0953 -2.5541
C 8.4637 -3.0111 -1.8097
O 7.8595 -2.0784 -1.2825
C 9.9637 -3.1120 -1.7351
H 6.6557 -3.8920 -2.5257
H 8.0565 -4.1143 -3.5974
H 7.9173 -5.0622 -2.0798
H 10.3883 -3.0872 -2.7418
H 10.2490 -4.0350 -1.2243
H 10.3569 -2.2617 -1.1679
C -0.3685 5.7994 -7.4988
C 0.3637 6.8836 -6.7543
O -0.2405 7.8163 -6.2272
C 1.8637 6.7827 -6.6798
H -1.4443 6.0026 -7.4704
H -0.0435 5.7803 -8.5420
H -0.1827 4.8324 -7.0244
H 2.2883 6.8074 -7.6865
H 2.1490 5.8596 -6.1689
H 2.2569 7.6330 -6.1126
C -3.9776 -9.5975 6.4747
C -4.1082 -10.1470 5.0794
O -4.0527 -9.4111 4.0955
C -4.3094 -11.6317 4.9344
H -3.8370 -8.5125 6.4257
H -4.8871 -9.8071 7.0432
H -3.1092 -10.0407 6.9687
H -5.2336 -11.9320 5.4343
H -3.4558 -12.1655 5.3597
H -4.3872 -11.8854 3.8719

8
Properties=species:S:1:pos:R:3 method="wB97M-V/def2-TZVPD" charge=-1 gap_ev=7.7758 relative_energy_ev=1.795
C 1.1208 -0.2319 0.1768
C 1.0559 1.0693 0.0928
O 1.1904 2.2261 0.0381
O -2.1416 -0.8852 -1.4222
O -1.6290 -0.3606 0.9800
O 0.4230 -1.0187 -0.6328
S -1.3102 -0.1649 -0.4123
H 1.2907 -0.6341 1.1795

14
Properties=species:S:1:pos:R:3 method="wB97M-V/def2-TZVPD" charge=0 gap_ev=9.2055 relative_energy_ev=4.056
C 1.5886 1.1993 -0.2654
C -0.5991 -1.7105 -0.1187
N 1.0391 -0.0053 0.2345
N -0.1524 -0.2757 -0.4066
P -1.3631 0.9624 -0.2207
H 2.5048 1.4446 0.1750
H 1.5359 1.1362 -1.3401
H 0.8530 2.0627 -0.1025
H -1.4408 -1.9278 -0.8333
H 0.3886 -2.1916 -0.4058
H -0.8510 -1.6317 0.9993
H 0.9724 -0.2516 1.6316
H -1.9048 0.8922 1.2769
H -2.5713 0.2968 -0.6243

86
Properties=species:S:1:pos:R:3 method="wB97M-V/def2-TZVPD" charge=+1 gap_ev="7.6630 / 5.3981" relative_energy_ev=0.000 s2=2.037 spin_multiplicity=3
Au 0.0816 -0.0591 0.4880
C 0.5031 1.0683 -3.0511
C 0.4007 2.3756 -2.2651
C 0.8997 3.5456 -3.1148
C -1.0107 2.6210 -1.7683
C -2.0229 2.9223 -2.6716
C -3.3083 3.1802 -2.2271
C -3.5916 3.1646 -0.8659
C -2.6138 2.8657 0.0725
C -2.8904 2.8487 1.5639
C -4.1869 3.5401 1.9798
C -2.8766 1.4190 2.1098
C -1.3234 2.5705 -0.4010
N -0.3274 2.1426 0.4614
C 0.2346 2.8531 1.4531
O 0.0915 4.0454 1.6463
C 1.1849 2.0574 2.3148
C 1.8252 2.5951 3.4205
C 2.7073 1.7895 4.1253
C 2.9500 0.4872 3.7020
C 2.2763 0.0312 2.5842
N 1.4160 0.8089 1.9440
C 2.5516 -1.3071 1.9596
O 3.2834 -2.1147 2.4787
N 1.8850 -1.5171 0.7855
C 2.2512 -2.3914 -0.1732
C 1.3845 -3.5044 -0.4337
C 1.7705 -4.4352 -1.3710
C 2.9455 -4.2716 -2.0993
C 3.7639 -3.1704 -1.8845
C 3.4640 -2.2179 -0.9292
C 4.3401 -0.9800 -0.9172
C 3.7105 0.0694 -1.8442
C 4.7153 -0.3276 0.4085
C 0.1912 -3.7561 0.4488
C 0.5881 -4.7127 1.5781
C -1.0130 -4.2850 -0.3272
H 1.4837 0.9771 -3.5143
H -0.2414 1.0343 -3.8464
H 0.3625 0.1899 -2.4148
H 1.0531 2.3025 -1.3894
H 0.3856 3.5923 -4.0728
H 1.9629 3.4298 -3.3195
H 0.7513 4.4941 -2.6045
H -1.8027 2.9734 -3.7272
H -4.0883 3.4191 -2.9353
H -4.5905 3.4002 -0.5423
H -2.0719 3.4054 2.0359
H -5.0664 2.9971 1.6351
H -4.2418 4.5599 1.6078
H -4.2395 3.5799 3.0667
H -3.7213 0.8535 1.7089
H -2.9712 1.4298 3.1935
H -1.9533 0.8915 1.8564
H 1.6248 3.6202 3.6915
H 3.2175 2.1779 4.9937
H 3.6499 -0.1668 4.1993
H 1.1705 -5.3165 -1.5329
H 3.2251 -5.0091 -2.8373
H 4.6566 -3.0509 -2.4831
H 5.2795 -1.3100 -1.3733
H 2.8065 0.4763 -1.3871
H 3.4457 -0.3509 -2.8118
H 4.4053 0.8923 -2.0033
H 3.8856 0.2367 0.8327
H 5.5120 0.3908 0.2152
H 5.0808 -1.0448 1.1392
H -0.0839 -2.7998 0.9169
H 0.8491 -5.6896 1.1755
H -0.2412 -4.8448 2.2712
H 1.4456 -4.3350 2.1316
H -0.8282 -5.2756 -0.7339
H -1.2823 -3.6267 -1.1523
H -1.8697 -4.3776 0.3387
N -5.1832 -3.0589 2.3653
C -4.6465 -2.4354 1.5712
C -3.9531 -1.6678 0.5794
C -4.5907 -1.2160 -0.5716
C -3.8523 -0.4909 -1.4861
C -2.5151 -0.2412 -1.2288
N -1.9057 -0.6757 -0.1213
C -2.6115 -1.3716 0.7705
H -5.6375 -1.4312 -0.7349
H -4.2978 -0.1133 -2.3924
H -1.9171 0.3297 -1.9203
H -2.1000 -1.7048 1.6607

116
Properties=species:S:1:pos:R:3 method="wB97M-V/def2-TZVPD" charge=+2 gap_ev="4.6007 / 4.9227" relative_energy_ev=1.948
Ir -0.0964 -0.7393 0.5120
C 1.7158 -5.1810 -0.5727
C 0.7717 -4.1864 0.1089
C 0.3595 -4.6628 1.5004
P 1.4453 -2.4550 0.1589
C 2.2288 -2.2296 -2.5043
C 3.6726 -2.3975 -2.1577
C 1.7049 -0.8774 -2.7727
C 2.3830 -2.2793 1.6770
C 3.5202 -3.0206 1.9885
C 4.3887 -2.6414 3.0059
C 5.5900 -3.4672 3.3560
C 4.1312 -1.4303 3.6597
C 2.9935 -0.6984 3.3959
C 2.0489 -1.1561 2.4653
N 0.7893 -0.5697 2.2787
C 0.1502 0.0571 3.3525
C 0.5281 -0.1062 4.6985
C -0.0212 0.6858 5.6836
C -0.9976 1.6407 5.3945
C -1.5332 2.5584 6.4505
C -1.5153 1.6543 4.0977
C -0.9830 0.8654 3.0974
P -1.7628 0.5737 1.4927
C -2.3841 2.1695 0.7926
C -3.7658 2.6087 1.2800
C -1.3387 3.2769 1.0174
C -3.2349 -0.4221 1.9848
C -3.9884 -0.9123 0.7455
C -2.8013 -1.6201 2.8346
H 1.2354 -6.1586 -0.6339
H 1.9705 -4.8686 -1.5850
H 2.6414 -5.3076 -0.0087
H -0.1253 -4.0868 -0.5130
H 1.2297 -4.8008 2.1423
H -0.3115 -3.9520 1.9863
H -0.1542 -5.6231 1.4271
H 1.7067 -3.0881 -2.9137
H 4.1025 -1.4516 -1.8313
H 3.8379 -3.1383 -1.3799
H 4.2309 -2.7482 -3.0358
H 1.7053 -0.2861 -1.8549
H 2.3564 -0.3546 -3.4847
H 0.6944 -0.8993 -3.1765
H 3.7545 -3.9081 1.4120
H 5.8836 -4.1200 2.5357
H 6.4381 -2.8370 3.6204
H 5.3694 -4.0958 4.2216
H 4.8368 -1.0606 4.3934
H 2.8457 0.2578 3.8787
H 1.2314 -0.8780 4.9731
H 0.3098 0.5588 6.7068
H -0.8278 2.6663 7.2718
H -1.7484 3.5438 6.0391
H -2.4654 2.1641 6.8622
H -2.3569 2.3014 3.8832
H -2.4566 1.9637 -0.2831
H -3.8020 2.7171 2.3637
H -3.9971 3.5821 0.8449
H -4.5520 1.9178 0.9786
H -1.5139 3.7704 1.9736
H -0.3143 2.8983 1.0432
H -1.4121 4.0364 0.2370
H -3.8751 0.2316 2.5823
H -3.4169 -1.7032 0.2562
H -4.9514 -1.3294 1.0407
H -4.1741 -0.1200 0.0164
H -2.0511 -2.2109 2.3030
H -2.3858 -1.3205 3.7965
H -3.6611 -2.2639 3.0254
C 4.4424 0.2579 0.2910
O 3.1348 0.6753 -0.0870
C 3.0299 1.9149 -0.6545
C 4.0953 2.7757 -0.8643
C 3.8803 4.0247 -1.4406
Br 5.3544 5.1763 -1.6799
C 2.6253 4.4169 -1.8443
C 1.5518 3.5410 -1.6634
C 1.7527 2.3162 -1.0403
O 0.6813 1.4796 -0.7724
C 0.2315 3.9605 -2.1650
N -0.1137 5.1990 -2.3343
C -1.3785 5.1698 -2.9036
C -2.1917 6.2228 -3.3194
C -3.4133 5.9060 -3.8780
C -3.8326 4.5749 -4.0212
C -3.0341 3.5195 -3.6232
C -1.8000 3.8456 -3.0725
N -0.7652 3.0756 -2.5598
H 5.1185 0.2433 -0.5670
H 4.3400 -0.7516 0.6827
H 4.8536 0.9074 1.0659
H 5.1006 2.5045 -0.5824
H 2.4359 5.3759 -2.3036
H -0.1217 2.0153 -0.8353
H -1.8569 7.2459 -3.2173
H -4.0645 6.6978 -4.2222
H -4.8007 4.3718 -4.4591
H -3.3577 2.4934 -3.7494
H -0.6237 2.0989 -2.7579
N -1.1136 -1.1279 -1.1885
C -1.8809 -1.4616 -1.9881
N -2.7683 -1.8295 -2.8670
C -3.0690 -1.0056 -4.0535
C -2.3408 -1.5997 -5.2499
O -2.7062 -2.9518 -5.4284
C -2.3831 -3.7557 -4.3128
C -3.0885 -3.2594 -3.0584
H -2.7763 0.0279 -3.8755
H -4.1457 -1.0542 -4.2179
H -1.2541 -1.5144 -5.1027
H -2.6175 -1.0732 -6.1612
H -1.2958 -3.7572 -4.1466
H -2.7086 -4.7667 -4.5500
H -2.7823 -3.8265 -2.1806
H -4.1693 -3.3360 -3.1771

14
Properties=species:S:1:pos:R:3 method="wB97M-V/def2-TZVPD" charge=0 smiles=C#C[C@@H]1C[C@@H]1C gap_ev=10.5836 relative_energy_ev=2.122
C -0.8581 1.1521 -0.2160
C -0.8583 -0.2363 0.4024
C -0.4614 -1.4446 -0.3857
C 0.4912 -0.9362 0.6624
C 1.6004 -0.1141 0.2529
C 2.1246 0.8833 -0.1826
H -0.9986 1.1293 -1.3039
H 0.1305 1.5890 -0.0445
H -1.6107 1.8074 0.2308
H -1.5905 -0.3940 1.1892
H -0.1869 -1.3003 -1.4281
H -0.9596 -2.3829 -0.1686
H 0.5932 -1.5083 1.5795
H 2.5841 1.7556 -0.5877

55
Properties=species:S:1:pos:R:3 method="wB97M-V/def2-TZVPD" charge=+1 gap_ev="4.6141 / 9.8909" relative_energy_ev=0.000 s2=3.752 spin_multiplicity=4
Ti 1.0403 -0.9710 -0.5718
C -1.5277 1.4603 3.6642
O -0.2356 1.0898 3.2434
C -0.0258 -0.2979 3.2555
C 1.3821 -0.5824 2.7791
N 1.6688 0.2094 1.5659
C 3.1023 0.3157 1.3484
C 3.4458 1.0946 0.1248
O 2.9999 0.3699 -1.0082
C 3.2894 0.9693 -2.2611
H -1.7837 2.4311 3.2348
H -1.6084 1.5602 4.7513
H -2.2896 0.7530 3.3174
H -0.7015 -0.7887 2.5296
H -0.2206 -0.7518 4.2312
H 1.4802 -1.6257 2.4765
H 2.1224 -0.3514 3.5570
H 1.2811 1.1372 1.7079
H 3.5204 -0.6949 1.2598
H 3.6351 0.7325 2.2188
H 4.5365 1.2104 0.0900
H 3.0291 2.1104 0.1651
H 3.6951 1.9720 -2.1167
H 2.3694 1.0776 -2.8411
H 3.9661 0.3330 -2.8299
C -4.5654 1.6672 0.0182
O -3.2485 1.4600 0.4914
C -2.2701 2.3153 -0.0616
C -0.9570 1.5926 -0.0184
N -0.9673 0.2672 -0.6772
C -1.4434 0.3154 -2.0605
C -1.4572 -1.0668 -2.6711
O -0.1083 -1.5105 -2.7019
C 0.1029 -2.7013 -3.4349
H -4.7181 2.6799 -0.3554
H -5.2496 1.4697 0.8443
H -4.8286 0.9487 -0.7681
H -2.2111 3.2642 0.4905
H -2.5394 2.6314 -1.0791
H -0.6912 1.4288 1.0241
H -0.1479 2.1588 -0.4857
H -1.5928 -0.3252 -0.1367
H -0.7051 0.8708 -2.6439
H -2.4300 0.7695 -2.1740
H -1.8178 -0.9596 -3.7024
H -2.0655 -1.8241 -2.1617
H -0.8067 -3.3096 -3.4780
H 0.9320 -3.2659 -3.0224
H 0.3418 -2.4688 -4.4807
O -0.4049 -2.5840 0.5099
H -1.3497 -2.4403 0.3869
H -0.2455 -3.4820 0.1964
O 2.0849 -3.3670 -0.5215
H 2.7693 -3.5605 0.1273
H 2.4188 -3.7363 -1.3459

14
Properties=species:S:1:pos:R:3 method="wB97M-V/def2-TZVPD" charge=0 smiles="Nc1cc(=O)cc[nH]1" gap_ev=9.2743 relative_energy_ev=1.924
C 0.5073 -0.4655 0.8380
C 0.9324 0.3758 -0.1029
C 0.1593 0.9386 -1.0676
C -1.3010 0.3832 -0.8996
C -1.7020 -0.6880 -0.0352
H 2.2661 -0.2169 2.1946
H 0.8993 -0.8184 2.8580
H 1.9238 0.6821 -0.1619
H -2.1329 0.9361 -1.5226
H -2.6708 -1.1015 -0.1753
H -0.5714 -2.0367 1.4233
N 1.4610 -0.6932 1.9502
N -0.6701 -1.2795 0.8034
O 0.3967 1.6375 -2.0358

The records above give, respectively, max |F| values of 7.15 3.08 4.85 0.80 2.18 0.72 1.01 6.71 eV/A.